# 1
156
Properties=species:S:1:pos:R:3:forces:R:3 method="wB97M-V/def2-TZVPD" multiplicity=1 homo_lumo_gap_ha=0.355
O -2.337221 -1.192319 -0.181026 0.3 0.5 0.2
O -6.195942 -0.769807 2.225331 1.3 0.0 0.1
O 0.238876 -0.288644 5.327694 0.3 2.0 -0.7
O 6.090773 4.821889 -0.251351 0.1 -0.2 0.1
N 6.165287 0.396830 -4.194968 1.5 0.4 -0.2
N -2.885756 -4.535004 5.234618 0.1 0.1 0.7
N -5.008879 -0.925483 4.140641 0.1 -0.4 1.3
N 0.812441 1.097044 -3.223861 0.4 -3.5 0.9
N 2.287174 -3.618790 -4.215579 1.0 0.1 0.3
N 5.043981 3.884870 1.493705 -0.1 -0.2 1.9
N -1.052570 6.893362 1.266698 -0.3 -0.5 0.1
N -0.488458 -0.161477 0.742823 0.2 -0.3 -1.0
N -1.183509 4.039426 -1.379630 -1.2 -0.6 0.4
N -4.138534 -2.439979 -3.265753 0.1 -0.3 -0.4
N 2.748142 3.582942 -0.717984 1.0 0.4 -1.7
N 2.750113 -2.489408 0.976501 0.5 -1.6 -1.6
N 0.491035 -2.506658 5.070739 -0.3 -0.2 0.0
C 4.086680 0.209957 -0.974344 -0.6 1.0 -1.4
C -4.039662 1.978396 -0.968968 -1.3 0.8 -1.2
C -3.589444 1.642110 -2.409277 0.4 -1.6 -0.3
C -4.787470 -2.249613 -2.341308 0.4 0.7 0.3
C 1.698069 -2.397952 4.245657 -0.4 -0.9 -0.3
C 3.437240 -5.535967 -0.711223 1.9 0.3 -0.4
C 3.712528 -4.033909 -0.874706 -0.2 -0.2 -0.6
C 4.570544 3.804643 -2.656324 -1.8 0.0 -1.1
C 6.445320 5.070412 -3.642968 -0.4 -0.9 1.7
C -1.315173 -0.522337 -0.278518 0.6 -0.2 -0.4
C 3.715491 0.197745 -3.483448 -1.7 1.0 1.5
C 0.033503 -3.790362 5.555416 0.8 -0.4 -1.1
C 2.054299 -5.908069 -0.351108 0.1 -1.3 1.3
C -3.603577 3.379211 -0.580130 0.9 1.7 0.1
C -1.410239 3.809599 3.909182 1.0 -1.3 0.1
C -5.561332 -1.901324 -1.145267 0.3 -2.5 -0.8
C 0.738253 2.189435 -3.472659 -0.8 2.4 0.0
C -5.109200 -0.805823 2.811340 -1.3 0.1 -0.7
C -7.017399 -2.055674 -1.441306 -1.2 0.2 0.6
C -6.141554 -1.055585 5.072718 -1.1 1.2 -1.2
C -0.537006 -0.554354 2.110474 -2.5 -2.3 0.2
C -2.770288 -3.580267 1.734806 -1.2 0.3 0.0
C 5.119029 5.211077 -2.887066 -0.6 0.4 -1.8
C 1.450704 3.851317 -5.047045 -0.6 1.8 0.4
C 5.685096 3.817388 0.330280 0.7 3.0 0.4
C -0.150466 -1.406608 5.521127 1.4 -0.3 0.1
C -7.517339 -3.453218 -1.848480 0.9 1.5 -1.6
C -0.559499 -3.547327 -2.168682 -0.2 0.4 0.2
C -3.485227 -4.583975 2.670662 -0.5 -0.1 -0.3
C 1.188245 -3.843301 -4.424941 0.1 -0.1 -0.6
C -1.417619 3.648651 2.392581 2.6 -0.7 0.3
C -0.220164 -4.007180 -4.660051 -0.9 2.2 -0.7
C 0.508265 3.543355 -3.854625 0.6 1.1 -1.1
C -2.231191 3.680107 -1.037912 0.9 0.7 -0.5
C 3.475543 3.721627 -1.619032 0.1 -0.5 0.8
C -1.327213 -3.955911 1.578850 -0.2 0.7 0.2
C -0.887332 -4.425272 -3.393804 -0.7 -0.3 1.3
C -0.775784 5.790076 1.453410 0.5 2.1 0.0
C 0.770516 0.471854 0.507093 0.9 0.2 -1.7
C 4.999846 5.165565 2.283807 0.0 -2.3 0.1
C -0.270641 4.474416 1.685415 -0.7 -0.7 2.4
C -3.736131 -1.164192 4.777491 -0.2 0.1 0.3
C 3.140515 -3.231668 0.162120 -0.7 2.3 2.7
C 1.515718 5.376705 -5.444415 -0.6 -2.4 -2.2
C 3.538840 -0.612244 -2.155492 0.5 0.1 0.3
C 5.086046 0.379851 -3.834061 -0.2 -0.8 -0.3
C 4.590733 2.664429 2.172409 -0.3 0.4 0.5
C -3.086576 -4.515385 4.110411 -0.7 -0.5 -1.9
H 2.496356 -0.876634 -1.955394 -0.1 0.4 -0.4
H 3.240030 -3.627071 -1.749134 -0.4 -0.2 -0.9
H -0.973964 -1.528349 6.194429 -1.0 -0.9 0.4
H 5.002978 1.862894 1.604487 0.1 -0.9 -0.5
H 1.934540 -1.342572 4.117625 0.1 -0.2 0.1
H -7.296031 -1.363792 -2.217116 -0.1 0.3 -0.5
H 5.035115 2.532212 3.212444 -0.8 0.5 -1.1
H 4.754835 -3.728231 -0.994711 0.1 -0.5 0.2
H -1.141743 2.591070 2.249129 -0.6 0.2 -0.5
H -0.478108 3.332691 4.322235 -0.7 0.4 -0.4
H 3.143277 -0.241363 -4.302434 0.2 0.1 0.0
H 4.391235 5.851256 -3.466672 0.6 -0.8 0.4
H 0.740631 1.003765 -0.447322 0.3 -0.4 -0.2
H -8.598451 -3.349130 -1.849405 -0.1 -0.5 -0.3
H 5.959597 2.895566 -0.077073 -0.2 -2.2 -0.4
H -5.263771 -0.968555 -0.765384 0.3 1.3 0.5
H -3.256317 -3.661436 0.755534 0.0 -0.1 0.1
H 5.604669 5.011720 3.214279 -0.4 0.1 -0.7
H 3.782518 -6.064798 -1.622523 -0.1 0.4 0.5
H 1.769635 5.996041 -4.659813 0.7 1.2 1.8
H 4.019987 -5.859486 0.150032 0.6 -0.2 -0.3
H 0.632866 4.238284 -3.030034 0.2 -0.1 0.2
H -3.403434 -0.307573 5.350555 0.0 0.2 0.3
H 4.051165 -1.576879 -2.194024 0.2 0.1 -0.4
H -5.858338 -0.699710 6.057392 0.3 0.1 0.0
H 5.438424 5.951059 1.687478 -0.4 0.3 -0.1
H 1.708818 -0.142314 0.639601 -1.3 0.2 -0.3
H 5.327043 5.733481 -1.983279 -0.1 0.1 0.7
H -1.570296 -0.936111 2.331543 0.9 -0.1 -0.3
H 7.225434 4.772664 -2.921334 -0.2 0.1 -0.4
H -4.597814 -4.496740 2.612437 0.8 0.2 0.2
H -7.210397 -4.242662 -1.184380 0.2 -0.3 0.2
H -0.214354 -4.479364 4.709890 -0.1 0.5 0.8
H 1.168848 3.273224 -5.925968 0.2 -0.2 0.1
H 2.410472 3.560777 -4.658487 0.7 -0.2 -0.5
H -5.140967 1.943438 -0.912300 0.3 0.0 0.1
H 5.133530 0.529919 -1.213883 -0.8 -0.1 0.5
H 1.324279 -5.459162 -0.971265 -1.0 0.4 -0.5
H -7.104005 -3.586691 -2.901928 -0.8 -0.5 1.3
H -0.469746 -4.669193 -5.471265 0.3 -0.4 -0.3
H 2.246287 5.456453 -6.270127 -0.1 0.2 0.5
H 0.611086 4.475358 2.371358 -0.5 0.2 -0.7
H 0.199186 -1.377589 2.273944 -0.4 0.9 0.4
H 4.021609 -0.321667 -0.047396 0.2 -0.4 0.5
H -1.108790 -3.843760 -1.236116 0.7 0.0 -0.9
H -0.922519 -0.160634 -1.296496 -0.4 -0.2 1.2
H -4.105464 -0.722219 2.297687 -0.8 -0.1 0.3
H -0.558051 -2.982093 -4.982540 0.1 -0.8 0.2
H -2.495534 1.511297 -2.431161 -0.2 0.2 0.0
H 3.463943 2.558637 2.143922 1.2 0.3 0.3
H 2.526064 -2.985941 4.697580 -0.4 0.6 -0.1
H -0.780631 -2.474153 -2.283746 -0.3 -0.4 -0.4
H -0.473742 -5.409707 -3.224803 -0.1 -0.6 0.5
H -2.943487 -2.510344 1.982675 0.3 -0.8 0.2
H -1.374674 4.817883 4.237783 -0.3 1.1 0.3
H 6.418892 4.383933 -4.455413 -0.2 -0.9 -0.6
H 6.688605 5.977759 -4.067146 0.8 2.1 -0.8
H 5.405350 3.172742 -2.400397 0.1 -0.5 0.5
H -7.562780 -1.700597 -0.574655 -0.1 -0.1 0.4
H -3.678234 1.323689 -0.202074 0.4 -0.8 0.0
H 0.799942 -4.268332 6.148445 0.5 -0.2 0.2
H -3.972741 0.661887 -2.799410 0.1 0.7 0.7
H -0.499207 0.292751 2.754757 0.9 0.6 0.6
H 0.814521 1.249252 1.199562 0.5 1.5 1.4
H -0.814310 -3.847342 2.520987 0.3 -0.3 0.5
H -1.287799 -4.974835 1.220531 0.5 -0.3 -0.2
H 3.944480 5.234241 2.565057 0.2 0.8 0.0
H -5.306711 -2.686585 -0.438015 0.2 0.1 0.5
H -2.316962 3.923329 1.916085 -1.2 0.0 -0.2
H -1.964388 -4.565751 -3.531356 0.2 0.3 -0.1
H 1.517623 -2.850126 3.239218 0.1 0.4 0.7
H 2.017188 -7.014070 -0.416172 -0.4 0.6 0.0
H -0.783771 -3.599477 6.213349 -0.8 -0.3 0.1
H -6.496936 -2.074240 5.182804 0.1 -0.3 -0.2
H -0.027530 4.103549 0.733644 0.6 -0.9 -1.1
H -2.231022 3.265664 4.378103 -0.1 0.2 0.0
H -4.194269 4.257206 -0.946755 0.1 -1.0 0.0
H -3.502212 3.577252 0.493158 -0.6 -0.5 0.0
H -3.283388 -5.591319 2.233765 0.0 0.5 0.8
H 1.941660 -5.660700 0.721085 -0.6 0.1 -0.6
H -2.992085 -1.369325 4.053987 0.8 -0.1 -0.9
H 0.578763 5.753911 -5.869338 -0.1 -0.3 0.2
H -3.786283 -2.057031 5.389687 -0.1 0.0 0.3
H -3.847015 2.349183 -3.211354 -0.1 0.3 0.7
H 0.528811 -3.552459 -2.034674 -0.2 -0.2 0.4
H 4.178641 3.375363 -3.659504 0.5 0.7 1.6
H -0.513885 3.620550 -4.152220 -0.9 0.1 -0.2
H 3.330451 1.257155 -3.310914 0.1 -1.4 -0.2
H -7.002708 -0.427492 4.710616 0.9 -0.7 0.3
H 3.383281 1.080731 -0.908421 1.0 -0.4 0.2
H -0.858216 -3.253479 0.909831 0.3 0.0 -0.5

=====

# 2
172
Properties=species:S:1:pos:R:3:forces:R:3 method="wB97M-V/def2-TZVPD" multiplicity=1 homo_lumo_gap_ha=0.247 e_above_lowest_kcal_mol=125.79
P 0.393783 -5.411353 3.690489 0.1 1.8 0.3
P -0.014585 -2.339823 -5.937981 -0.4 0.6 -2.9
P 0.187482 1.227003 5.264827 -2.6 -0.5 -0.3
P -4.248110 4.792221 -4.775894 -1.7 -0.5 -0.3
O 3.963175 2.370820 1.866468 0.8 -0.3 1.1
O -0.464122 1.359638 -1.567656 0.5 0.0 1.3
O -0.238609 -2.387645 -4.473594 0.9 0.0 -0.7
O -6.036494 7.197949 3.192752 0.5 -1.0 -0.4
O -0.820493 1.350372 0.590882 0.6 0.3 -1.2
O 4.186583 -5.034342 -0.361208 2.3 0.8 -1.4
O 4.286868 0.835993 3.369753 0.8 1.9 -0.2
O -3.871998 5.925699 -5.684960 0.2 -1.2 1.8
O 5.244556 -3.632023 -1.681785 0.2 -0.2 0.8
O -0.099177 -6.704530 4.293205 1.5 1.4 -1.3
O -4.933382 7.959904 1.538654 0.4 -0.3 -0.4
O 0.790244 -0.043608 4.731645 -0.8 1.6 0.7
N 1.112487 -1.169860 -6.517288 -0.4 0.4 1.1
N 0.499448 -3.785626 -6.640057 0.7 -0.8 -0.9
N -1.363416 1.567984 4.419353 2.0 0.7 1.7
N -0.225296 1.129893 6.934039 0.6 -1.4 -0.1
N -0.147798 1.077258 -0.412931 -0.8 -0.6 0.7
N 5.078318 -4.735443 -1.202208 -2.8 -1.1 -0.4
N -5.099770 5.217882 -3.348450 -1.6 0.4 -0.5
N 4.433206 1.990560 2.943161 -1.2 -0.8 -0.5
N 0.725333 -5.298568 1.996513 -1.0 -0.5 1.9
N -5.268212 3.634781 -5.605754 -2.1 1.4 2.3
N -1.430796 -1.975141 -6.861639 0.2 -0.6 0.7
N -0.765225 -4.127253 3.920216 1.1 -0.6 -0.2
N 1.007361 2.666988 5.128672 0.9 0.8 2.1
N 1.890368 -4.801250 4.406321 -3.0 -1.3 1.2
N -3.035940 3.844935 -4.072011 0.8 -0.6 -0.3
N -5.266294 7.038726 2.256062 0.4 0.5 0.0
C -3.938536 3.031923 1.416246 1.7 0.4 -1.1
C -2.056122 0.460556 3.830703 1.3 -1.0 -1.4
C 2.424341 -3.494922 4.113153 0.1 -0.7 -0.5
C 5.079386 3.029410 3.792839 -0.7 -0.5 2.3
C -2.007167 -0.644647 -6.610987 0.5 -0.1 -1.0
C 1.527219 -0.498049 -1.238751 -1.5 0.9 -1.0
C 1.582862 0.031820 1.088465 0.7 -0.2 1.0
C 2.726642 -5.638728 5.284650 -0.6 -0.2 -1.4
C 2.619630 -0.901592 1.264231 -0.5 0.5 -1.7
C 6.877441 -5.562671 -2.654344 1.2 -0.1 -0.8
C -1.002307 -3.652096 5.289436 0.7 -0.7 -0.2
C 1.139663 -4.773428 -5.756202 -1.8 0.5 1.5
C -3.384073 4.066458 0.653260 -0.5 1.2 0.7
C 3.076420 -1.597286 0.113955 0.7 -0.4 2.9
C 2.181102 2.953015 6.040899 -0.6 -0.6 -0.2
C -4.720254 2.715031 -6.513280 1.3 -0.4 -0.8
C 0.698270 -4.130757 -8.069482 -1.6 0.5 -0.4
C -4.781029 3.316677 2.450409 -0.8 -0.2 0.5
C -3.732015 5.397091 0.920119 -0.9 0.2 1.2
C 5.533991 -7.173254 -1.490625 -0.5 0.0 -0.4
C 0.936422 -6.493689 1.213989 -1.2 -0.2 0.0
C 0.949212 -4.056204 1.276005 0.0 0.2 0.7
C -1.893997 -3.790380 3.050306 0.6 0.6 0.6
C -3.373157 2.611952 -3.305459 -0.8 1.0 -0.8
C 5.371554 5.325196 4.311389 0.1 1.0 0.1
C 1.026593 0.196610 -0.158764 -0.1 0.1 -0.8
C 4.862470 4.361668 3.474303 0.5 -1.3 -0.9
C -4.884283 6.478859 -2.622225 0.5 -0.5 -1.0
C 1.686847 -0.297035 -5.488770 0.4 0.5 -0.4
C 2.530497 -1.396565 -1.102360 0.3 -0.1 -1.2
C -6.662020 4.017371 -6.043084 1.4 1.3 0.0
C -1.963262 4.597164 -3.382376 -0.5 -0.2 -0.9
C 5.583523 2.669540 5.094020 -0.2 0.2 -1.5
C 1.027020 3.479200 3.918401 -1.6 -1.2 -0.7
C -2.106656 2.796779 4.579820 0.3 0.5 0.7
C -5.210266 4.601480 2.735236 0.8 1.3 -1.1
C -6.221928 4.454001 -2.765356 0.8 -0.5 0.0
C 5.793571 -5.868279 -1.867753 0.6 0.5 1.5
C 6.007188 3.672960 5.936494 -0.4 1.0 -0.1
C -0.626391 2.296696 7.692697 -0.4 0.1 -0.5
C 1.347964 -0.679485 -7.902943 0.0 -1.7 1.0
C 7.407011 -7.886203 -2.817087 1.2 -0.4 -0.2
C -0.715610 -0.186028 7.477975 1.9 -0.1 -0.9
C -2.466991 -3.028054 -6.952843 0.7 -0.5 0.5
C 7.723287 -6.586654 -3.114814 -0.9 0.8 -0.5
C 5.841632 5.024228 5.564845 1.0 -1.1 0.0
C 6.354715 -8.154584 -2.005464 -1.7 -0.8 0.6
C -4.679195 5.677444 1.952858 -0.7 -1.6 0.5
H 0.480561 -4.059075 0.291903 0.1 -0.4 -0.2
H 8.001011 -8.720142 -3.160746 0.1 0.1 -0.2
H -5.774955 7.104340 -2.562465 -0.2 -0.1 0.1
H -6.626778 4.605997 -6.959805 0.4 0.1 -0.4
H 0.092490 -0.886714 7.267922 -0.2 -0.3 -0.5
H -2.889343 2.774406 5.338108 -0.4 -0.5 0.2
H 3.340663 -5.015743 5.935003 -0.1 0.0 0.1
H -4.219171 2.132600 -3.797984 0.5 -0.5 -0.4
H -7.302715 3.182578 -6.327193 0.2 -0.4 0.8
H -0.853421 -2.574030 5.350441 0.1 0.1 0.1
H 3.358858 -6.209079 4.604127 0.6 -0.2 0.4
H 2.019165 -3.860596 1.204999 0.0 0.1 -0.4
H -1.683557 -3.843669 1.982136 -0.1 -0.8 0.1
H -1.991190 -3.898020 5.676397 -0.3 -0.1 -0.3
H -1.913387 -0.483703 4.356157 -0.3 0.1 0.4
H 1.951913 -6.631468 0.842641 0.1 0.1 0.0
H 0.909512 0.068420 -4.817729 0.4 -0.1 0.4
H -1.454649 3.586944 4.952133 0.1 0.0 -0.2
H 2.748461 2.062094 6.310098 0.0 -0.2 -0.4
H 6.216775 5.804581 6.210366 0.0 0.1 0.0
H 4.371673 4.574833 2.536167 0.2 0.2 -0.1
H 2.141774 -6.368731 5.844233 -0.1 0.2 0.1
H -1.172837 1.961287 8.574171 -0.2 0.1 -0.2
H -5.436732 1.969534 -6.858224 -0.2 -0.1 0.4
H 5.641990 1.647436 5.437954 0.0 -0.2 -0.4
H 0.463360 -5.182095 -8.235638 0.4 -0.3 0.4
H -6.335020 4.673319 -1.703655 0.5 0.1 0.2
H 0.601861 -7.384802 1.745109 0.3 0.1 0.4
H 1.640660 -2.783389 3.853004 0.1 0.0 -0.1
H -2.091063 -2.728760 3.199379 0.0 0.3 0.1
H 2.408851 -0.446700 -7.994693 0.0 0.4 0.1
H 3.091383 -0.960967 2.233931 0.0 -0.3 -0.1
H -4.526715 6.176670 -1.637882 -0.1 0.5 0.2
H -2.033082 -0.298173 -5.577852 -0.3 -0.4 0.2
H -4.130570 7.062460 -3.150840 0.1 0.0 0.2
H -3.105400 0.588073 3.564507 0.0 0.5 0.5
H -7.119052 4.718677 -5.344938 -0.1 -0.5 0.3
H 4.642164 -7.462316 -0.954446 0.1 0.3 0.3
H -0.719172 -0.274885 8.564346 -0.4 0.9 0.1
H 1.076927 -0.365943 -2.211479 -0.1 0.1 0.0
H -0.319171 -4.174974 5.958783 0.2 0.3 0.1
H -1.498107 0.317395 2.905382 -0.5 -0.6 -0.6
H -1.418680 0.082610 -7.170353 0.0 0.2 0.0
H 2.179574 0.566499 -5.935554 -0.6 0.3 -0.5
H 7.127239 -4.556618 -2.957391 -0.3 0.2 0.3
H -1.258367 2.892009 7.033676 -0.2 0.5 0.6
H -2.797784 -4.274840 3.419835 -0.2 -0.5 -0.6
H 2.895690 -1.866715 -2.003460 0.1 -0.3 0.1
H -0.064085 -3.697949 -8.717251 -0.4 0.6 0.4
H 3.850553 -2.342112 0.225058 0.2 0.0 0.0
H 0.010425 3.703698 3.595538 -0.2 -0.1 0.1
H -2.966162 -3.276458 -6.016248 0.2 0.2 0.5
H -3.186555 6.170040 0.399147 -0.4 0.3 0.0
H 1.447478 4.478893 4.027642 0.8 -0.5 0.1
H 0.209138 2.890277 8.063688 0.1 0.1 -0.2
H 1.373746 2.783874 3.153939 0.8 1.0 -0.7
H 8.504349 -6.364299 -3.826789 0.2 0.1 0.2
H -7.227895 4.638431 -3.142342 0.1 0.2 -0.6
H -5.903548 4.770304 3.545955 0.0 0.3 -0.1
H -2.990418 -0.688700 -7.079358 -0.1 0.4 0.4
H -4.407940 3.249712 -7.410327 0.5 -0.2 -0.4
H -5.987191 3.392242 -2.840674 -0.4 0.0 -0.1
H 6.484929 3.464959 6.882486 -0.2 -0.3 0.1
H 0.367509 -5.032655 -5.031858 -0.2 -0.3 0.2
H -1.500551 5.272430 -4.102111 -0.1 0.2 0.2
H 2.581704 -0.700911 -5.015242 -0.4 -0.7 0.7
H -2.613789 3.979011 -0.098692 0.0 -0.7 0.0
H -3.819218 2.793721 -2.327659 0.5 0.5 0.5
H -1.190909 3.916137 -3.024912 -0.1 -0.2 -0.1
H 0.479565 -3.208933 1.775676 0.2 0.0 0.3
H 1.310601 0.642044 1.936935 -0.4 -0.1 0.0
H 2.848430 3.653539 5.538855 -0.1 -0.1 0.0
H 3.120992 -3.682185 3.296015 0.3 0.9 -0.3
H -5.117856 2.495168 3.065290 -0.2 0.0 0.1
H 0.202284 -6.415965 0.412051 0.4 -0.2 -0.7
H -2.454311 2.032924 -3.212982 -0.4 -0.3 0.0
H 1.598329 -3.877477 -8.629693 0.7 0.0 0.8
H -3.880942 2.222248 -6.022553 0.2 -0.2 -0.5
H -1.960813 -3.943874 -7.258053 -0.2 0.0 -0.2
H 1.908485 3.363932 7.012972 -0.4 0.3 -0.2
H 1.345586 -5.729018 -6.238432 0.7 0.5 -0.2
H 5.493691 6.337206 3.954564 -0.6 0.2 0.0
H -1.632478 -0.575421 7.035474 -0.2 0.3 0.1
H -3.503399 2.053496 1.275729 -0.3 -0.3 -0.1
H 0.719654 0.175398 -8.152953 0.0 -0.1 -0.2
H -2.375230 5.123968 -2.521648 0.1 0.3 0.2
H 6.041919 -9.173391 -1.830598 0.3 -0.2 0.2
H 1.863019 -4.314421 -5.082289 0.9 -0.4 -0.6
H 1.244941 -1.548890 -8.552265 -0.6 0.4 -0.4
H -3.304319 -2.813085 -7.616751 0.5 0.4 -0.5
H 2.984462 -3.131906 4.974889 -0.1 0.2 0.0
H -2.596528 3.158703 3.675864 0.3 -0.2 -0.3